Record 1
This record from the OMol25 dataset describes C20H28CuNO2 as an isolated structure in a non-equilibrium geometry. The level of theory is ωB97M-V/def2-TZVPD.

Each line ends with the Löwdin charge.
Atoms and positions in Å:
O -0.267 0.484 -2.022  -0.1486
C 1.033 1.119 -2.126  -0.1519
C 0.390 2.522 -2.068  -0.0533
H 1.600 0.898 -3.034  0.1007
H 1.572 0.805 -1.221  0.1135
C -0.915 1.718 -1.692  -0.5468
H 0.344 3.052 -3.044  0.1108
H 0.761 3.138 -1.247  0.0998
C -2.171 1.598 -2.541  -0.0252
H -1.980 1.190 -3.560  0.0778
H -2.732 2.534 -2.613  0.0740
H -2.833 0.870 -2.031  0.0951
C -1.251 1.926 -0.220  -0.0117
H -0.388 2.018 0.449  0.0711
H -1.879 1.118 0.183  0.0663
H -1.799 2.880 -0.178  0.0944
Cu 0.673 -1.125 2.660  0.4009
C 1.201 1.315 4.378  -0.1837
C 1.951 0.129 4.228  -0.2171
C 2.353 0.023 2.837  -0.2935
H 2.345 -0.487 5.031  0.0764
C 1.804 1.190 2.168  -0.1906
C 1.159 1.992 3.134  -0.1705
H 0.769 3.009 2.969  0.0790
H 0.794 1.712 5.324  0.0843
H 3.174 -0.594 2.473  0.0697
H 1.957 1.443 1.120  0.0571
C -1.335 -0.812 4.569  -0.3052
C -2.126 0.227 4.005  -0.1314
C -2.289 -0.014 2.638  -0.1615
H -2.559 1.061 4.589  0.0902
C -1.548 -1.200 2.293  -0.2271
C -1.047 -1.792 3.500  -0.2499
H -0.978 -2.858 3.716  0.0792
H 0.201 -0.744 7.815  0.0769
H -2.957 0.553 1.977  0.0738
H -1.487 -1.648 1.313  0.0680
O 0.266 -1.692 -3.038  -0.1517
C -0.138 -1.091 -4.328  -0.1798
C 0.486 -1.831 -5.533  -0.1621
H 0.216 -0.052 -4.340  0.0896
H -1.236 -1.008 -4.385  0.1129
C 1.443 -2.850 -4.882  -0.1755
H 1.064 -1.149 -6.177  0.1024
H -0.250 -2.336 -6.178  0.1015
C 1.105 -2.847 -3.386  -0.1770
H 2.454 -2.462 -5.038  0.1005
H 1.382 -3.848 -5.320  0.1010
H 2.012 -2.764 -2.768  0.1150
H 0.570 -3.776 -3.095  0.1150
N -0.192 -0.740 6.871  0.1636
C -0.726 -0.803 5.828  -0.1461

The LUMO energy (spin up / spin down) comes out at 2.64 / 2.63 eV. The HOMO-LUMO gap (spin up / spin down) comes out at 0.112 / 0.210 hartree. The net charge is -1. As for the HOMO energy (spin up / spin down): -0.419 / -3.080 eV. The calculation puts the relative energy (zero: lowest compared OMol25 entry of this formula, charge and spin) at 0.00 kJ/mol. As for the multiplicity: 2. As for the expectation value of S²: 0.78. The calculation puts the total energy at -2624.373279 a.u.

=====

Record 2
This record from the OMol25 dataset describes C20H28IN2O13P as an isolated structure in a non-equilibrium geometry. The level of theory is ωB97M-V/def2-TZVPD.

Each line ends with the Löwdin charge.
Atoms and positions in Å:
N 5.232 0.734 -4.555  0.1596
C 4.220 0.219 -4.733  -0.2414
C 2.986 -0.572 -4.751  -0.2422
C 3.216 -2.087 -4.433  -0.9212
I 1.854 -3.251 -5.620  0.9990
C 2.906 -2.294 -3.025  -0.3718
N 2.731 -2.389 -1.894  0.1893
P 4.944 -2.755 -4.750  0.6761
O 4.951 -4.061 -5.442  -0.4849
H 2.321 -0.177 -3.991  0.0881
H 2.468 -0.412 -5.693  0.0941
H 5.667 -1.781 -5.454  0.0230
H 5.501 -2.850 -3.460  0.0363
C -1.057 -1.148 -0.240  0.0045
C -0.173 -0.168 -0.963  -0.3074
C -0.639 1.281 -0.981  -0.0722
O -0.102 1.741 -2.239  0.0709
C 0.031 0.674 -3.050  -0.5785
O 0.297 0.725 -4.214  0.1338
O -0.146 -0.470 -2.375  0.0793
H -1.256 -0.829 0.772  0.0584
H -2.007 -1.270 -0.762  0.1052
H -0.587 -2.131 -0.208  0.0754
H 0.854 -0.233 -0.593  0.1524
H -0.246 1.879 -0.168  0.1139
H -1.727 1.376 -1.007  0.1415
C 0.478 2.906 5.123  -0.0131
C 0.380 1.796 4.107  -0.3205
C 0.121 2.259 2.694  -0.0866
O -0.602 1.152 2.124  0.0219
C -1.225 0.511 3.158  -0.5535
O -2.055 -0.327 3.027  0.1673
O -0.773 0.968 4.344  0.0955
H 1.222 3.641 4.816  0.0949
H -0.485 3.404 5.240  0.0920
H 0.765 2.510 6.097  0.0868
H 1.266 1.155 4.152  0.1580
H 1.035 2.440 2.132  0.1403
H -0.513 3.148 2.651  0.1329
C -3.613 4.900 -0.117  -0.0188
C -3.760 5.331 1.321  -0.3259
C -3.998 6.812 1.523  -0.0895
O -3.407 7.046 2.808  0.0698
C -2.450 6.110 2.999  -0.5652
O -1.646 6.123 3.874  0.1608
O -2.530 5.147 2.048  0.0678
H -4.470 5.230 -0.705  0.0930
H -2.702 5.313 -0.550  0.0940
H -3.547 3.815 -0.189  0.0806
H -4.532 4.740 1.819  0.1597
H -5.051 7.080 1.539  0.1395
H -3.479 7.425 0.782  0.1406
C 1.362 -7.376 0.991  -0.0231
C 0.668 -6.277 0.225  -0.3291
C 0.142 -5.141 1.076  -0.0967
O -0.983 -4.686 0.318  0.0462
C -1.432 -5.730 -0.426  -0.5582
O -2.457 -5.743 -1.023  0.1703
O -0.543 -6.754 -0.386  0.0842
H 2.156 -6.965 1.615  0.0903
H 0.650 -7.909 1.622  0.0923
H 1.801 -8.102 0.309  0.0861
H 1.315 -5.897 -0.570  0.1576
H 0.861 -4.335 1.203  0.1365
H -0.207 -5.474 2.057  0.1397

The LUMO energy comes out at -0.59 eV. The HOMO-LUMO gap comes out at 0.348 hartree. As for the HOMO energy: -10.074 eV. The calculation puts the total energy at -2505.622138 a.u.

=====

Record 3
This record from the OMol25 dataset describes one molecule with the formula C20H28N4O4. The level of theory is ωB97M-V/def2-TZVPD.

Each line ends with the Löwdin charge.
Atoms and positions in Å:
C -5.452 6.296 -0.175  -0.0333
C -3.958 6.498 -0.044  -0.3182
O -3.347 6.337 -1.360  -0.0782
N -2.736 5.105 -1.417  0.1363
C -2.702 4.583 -0.259  -0.1796
C -2.088 3.239 -0.033  -0.4355
O -2.070 2.754 1.089  0.0720
N -1.581 2.638 -1.126  0.0753
C -0.952 1.332 -1.043  -0.1643
C 0.476 1.407 -0.509  -0.1527
C 1.166 0.050 -0.436  -0.3135
C 2.652 0.206 -0.110  -0.1677
C 3.343 -1.146 0.036  -0.1630
C 2.611 -2.031 1.042  -0.1522
N 1.199 -2.151 0.683  -0.0383
C 0.735 -3.133 -0.156  -0.4086
O -0.198 -2.947 -0.922  0.0732
C 1.381 -4.483 -0.068  -0.1511
C 1.706 -5.084 1.140  -0.0503
C 2.232 -6.367 1.146  -0.0223
C 2.414 -7.088 -0.028  -0.2560
N 2.925 -8.410 -0.053  0.0889
C 2.102 -6.462 -1.241  -0.2568
O 2.347 -7.162 -2.385  0.0637
C 1.577 -5.182 -1.253  0.0450
C 0.522 -0.860 0.611  -0.1115
C -3.262 5.450 0.830  -0.2530
C -2.157 6.003 1.729  -0.0357
H -5.937 6.457 0.789  0.0866
H -5.871 6.994 -0.899  0.0825
H -5.668 5.279 -0.507  0.0901
H -3.719 7.514 0.272  0.1466
H -1.645 3.130 -2.002  0.1310
H -1.569 0.706 -0.399  0.1189
H -0.961 0.890 -2.040  0.1309
H 1.056 2.073 -1.156  0.1211
H 0.454 1.866 0.484  0.1213
H 1.071 -0.453 -1.406  0.1500
H 3.143 0.803 -0.884  0.1160
H 2.748 0.766 0.828  0.1236
H 3.360 -1.659 -0.931  0.1195
H 4.382 -1.018 0.351  0.1128
H 3.065 -3.016 1.091  0.1068
H 2.664 -1.585 2.040  0.1285
H 1.544 -4.557 2.071  0.1179
H 2.489 -6.839 2.087  0.1113
H 3.909 -8.433 -0.293  0.0931
H 2.840 -8.832 0.863  0.0782
H 2.031 -6.649 -3.137  0.1068
H 1.292 -4.718 -2.191  0.1291
H 0.599 -0.388 1.597  0.1406
H -0.526 -1.044 0.397  0.1189
H -3.983 4.892 1.429  0.1516
H -1.643 5.191 2.239  0.0786
H -1.430 6.564 1.140  0.0927
H -2.580 6.673 2.478  0.0824

The LUMO energy comes out at 0.73 eV. As for the SMILES: C[C@@H]1ON=C(C(=O)NCC[C@H]2CCCN(C(=O)c3ccc(N)c(O)c3)C2)[C@H]1C. The HOMO-LUMO gap comes out at 0.335 hartree. As for the HOMO energy: -8.392 eV. The calculation puts the relative energy (zero: lowest compared OMol25 entry of this formula, charge and spin) at 194.29 kJ/mol. The calculation puts the total energy at -1298.908902 a.u.

=====

Record 4
This record from the OMol25 dataset describes one molecule with the formula C20H28N4O4S. The level of theory is ωB97M-V/def2-TZVPD.

Each line ends with the Löwdin charge.
Atoms and positions in Å:
C 2.606 3.126 -2.581  -0.0703
C 2.268 3.566 -1.163  -0.2053
N 1.978 2.427 -0.319  -0.0075
C 0.732 1.960 -0.060  -0.3539
O -0.313 2.455 -0.425  0.0925
C 0.907 0.721 0.804  -0.1603
C 0.058 0.758 2.084  -0.0074
C -1.271 0.020 1.880  -0.4702
O -1.517 -1.006 2.481  0.0652
N -2.064 0.627 0.974  0.1412
C -3.342 0.252 0.536  -0.2169
C -3.923 1.011 -0.473  -0.0157
C -5.188 0.715 -0.948  -0.0225
C -5.897 -0.356 -0.414  -0.2828
O -7.148 -0.737 -0.799  -0.0889
C -7.794 0.000 -1.807  -0.0951
C -5.310 -1.118 0.597  0.0040
C -4.050 -0.823 1.070  -0.0028
N 2.332 0.714 1.038  -0.0597
C 3.021 -0.368 1.690  -0.1439
C 2.526 -1.743 1.212  -0.1614
N 2.303 -1.746 -0.223  -0.1812
C 1.454 -2.833 -0.693  -0.1573
C 2.200 -4.170 -0.770  -0.1899
O 3.345 -4.065 -1.588  -0.1308
C 4.219 -3.060 -1.118  -0.1865
C 3.512 -1.702 -1.038  -0.1461
C 2.948 1.661 0.308  -0.7579
S 4.559 1.921 0.185  0.7231
H 3.488 2.490 -2.575  0.0550
H 2.810 3.998 -3.196  0.0760
H 1.775 2.576 -3.016  0.0778
H 3.112 4.102 -0.721  0.0992
H 1.380 4.201 -1.156  0.1239
H 0.642 -0.167 0.210  0.1628
H 0.590 0.254 2.890  0.1201
H -0.133 1.790 2.386  0.1359
H -1.683 1.440 0.491  0.1054
H -3.377 1.844 -0.892  0.1143
H -5.606 1.327 -1.730  0.1020
H -7.940 1.044 -1.511  0.0946
H -7.240 -0.035 -2.751  0.0944
H -8.765 -0.473 -1.943  0.0919
H -5.869 -1.946 1.003  0.1188
H -3.609 -1.419 1.851  0.1005
H 2.885 -0.301 2.775  0.1277
H 4.084 -0.232 1.476  0.0711
H 3.251 -2.494 1.558  0.1214
H 1.566 -1.962 1.688  0.1214
H 0.583 -2.924 -0.041  0.1238
H 1.115 -2.563 -1.699  0.1279
H 1.571 -4.936 -1.225  0.1261
H 2.489 -4.498 0.241  0.1235
H 5.046 -3.020 -1.827  0.1273
H 4.613 -3.342 -0.129  0.1209
H 4.194 -0.946 -0.651  0.0935
H 3.204 -1.407 -2.046  0.1310

The LUMO energy comes out at 0.50 eV. As for the SMILES: CCN1C(=O)[C@H](CC(=O)Nc2ccc(OC)cc2)N(CCN2CCOCC2)C1=S. The HOMO-LUMO gap comes out at 0.309 hartree. As for the HOMO energy: -7.907 eV. The calculation puts the relative energy (zero: lowest compared OMol25 entry of this formula, charge and spin) at 175.95 kJ/mol. The calculation puts the total energy at -1697.124661 a.u.